--- one ---
{
  "formula": "C3H5NO4",
  "method": "ωB97M-V with the def2-TZVPD basis set",
  "elements": ["O", "H", "H", "C", "O", "O", "H", "N", "H", "C", "O", "C", "H"],
  "xyz": [[-0.54, -1.93, 1.02], [-1.17, -0.66, 2.64], [1.51, 2.53, 0.25], [-0.42, -0.09, -0.48], [0.68, 1.97, 0.55], [1.90, 0.67, -0.93], [-1.12, 0.61, -0.61], [-0.22, -0.90, -1.55], [-0.35, -1.75, -1.17], [0.87, 0.93, -0.35], [-1.02, 0.16, 1.80], [-0.72, -0.64, 0.71], [0.59, -0.90, -1.87]],
  "smiles": "NC(C(=O)O)C(=O)O",
  "homo_ev": -10.28
}

---

--- two ---
{
  "formula": "C3H5NO4",
  "method": "ωB97M-V with the def2-TZVPD basis set",
  "elements": ["H", "H", "O", "H", "H", "O", "C", "C", "O", "C", "N", "H", "O"],
  "xyz": [[3.02, 1.98, 0.80], [0.61, 0.90, -1.78], [1.11, -1.70, -0.79], [-1.79, -2.27, 1.26], [-0.39, 0.84, -0.30], [2.85, -1.59, 0.48], [2.09, 1.49, 0.50], [0.59, 1.06, -0.69], [1.08, 2.23, 0.06], [1.72, 0.29, -0.10], [1.94, -1.08, -0.12], [-2.28, -1.69, 0.08], [-1.66, -1.46, 0.79]],
  "homo_ev": -9.73
}

---

Energetically preferred structure: one | next structure: +2.898 eV

---

--- one ---
{
  "formula": "C5H14O2S",
  "method": "ωB97M-V with the def2-TZVPD basis set",
  "elements": ["H", "H", "H", "C", "H", "H", "H", "H", "O", "O", "C", "C", "H", "H", "H", "H", "C", "S", "H", "H", "C", "H"],
  "xyz": [[-0.21, -0.18, -2.13], [2.97, -4.07, 3.62], [1.05, 1.27, -0.22], [-0.88, 0.42, 0.57], [-1.61, 1.77, -1.59], [-1.14, -0.05, 1.51], [0.78, -1.48, -2.74], [1.11, 0.38, 1.29], [-2.51, 3.49, -0.89], [2.57, -4.82, 3.16], [-1.52, 1.83, 0.56], [0.62, 0.45, 0.32], [-1.30, -0.25, -0.19], [-1.73, 4.01, -1.14], [-3.19, 1.59, -0.83], [1.53, 0.17, -2.64], [0.81, -0.52, -2.24], [1.28, -1.05, -0.53], [-0.71, 2.56, 0.65], [2.61, -4.59, 2.22], [-2.24, 2.10, -0.76], [-2.12, 1.99, 1.45]],
  "smiles": "CSCCCCO.O",
  "homo_ev": -8.74
}

---

--- two ---
{
  "formula": "C5H14O2S",
  "method": "ωB97M-V with the def2-TZVPD basis set",
  "elements": ["H", "C", "H", "H", "O", "H", "O", "H", "H", "H", "C", "H", "C", "H", "H", "H", "S", "H", "C", "H", "C", "H"],
  "xyz": [[2.05, 1.93, -0.80], [2.65, 1.03, -1.04], [-0.63, -0.19, 3.05], [2.09, -0.95, -1.49], [-6.81, -2.12, 4.20], [0.96, 2.42, -3.26], [0.52, -0.08, 1.32], [0.08, -1.19, -0.36], [0.53, 0.72, -2.91], [2.71, -0.81, 0.18], [0.57, -0.23, -0.09], [-1.50, 0.28, 1.56], [-0.74, -0.40, 1.97], [3.65, 1.15, -0.57], [-6.44, -1.31, 4.60], [0.07, 0.57, -0.67], [2.92, 1.02, -2.85], [-1.09, -1.43, 1.84], [2.04, -0.35, -0.57], [1.16, 1.17, -4.53], [1.24, 1.37, -3.45], [-6.03, -2.62, 3.87]],
  "smiles": "COCCCSC.O",
  "homo_ev": -8.51
}

---

Energetically preferred structure: one | next structure: +0.433 eV

---

--- one ---
{
  "formula": "C4H7NS",
  "method": "ωB97M-V with the def2-TZVPD basis set",
  "elements": ["H", "H", "H", "S", "C", "H", "H", "N", "C", "H", "H", "C", "C"],
  "xyz": [[1.78, -0.01, -1.06], [-2.49, -1.32, 0.83], [4.44, 1.07, -0.07], [3.84, -0.24, -0.15], [-2.48, -0.71, -0.12], [-2.30, -1.58, -0.86], [-1.88, 1.25, -0.74], [2.18, 0.12, -0.16], [-1.50, 0.42, -0.20], [1.20, 0.76, 1.81], [-3.56, -0.46, -0.27], [1.00, 0.33, 0.75], [-0.25, 0.37, 0.24]],
  "smiles": "CC=C=CNS",
  "homo_ev": -8.28
}

---

--- two ---
{
  "formula": "C4H7NS",
  "method": "ωB97M-V with the def2-TZVPD basis set",
  "elements": ["C", "C", "H", "H", "S", "H", "N", "C", "H", "H", "H", "C", "H"],
  "xyz": [[0.11, 0.55, 0.44], [-0.93, 0.49, -0.59], [-2.13, 0.58, -0.36], [-0.29, -1.57, -1.08], [2.52, -0.45, -0.21], [-0.10, 1.25, 1.20], [-0.18, -0.74, 0.98], [-0.85, -0.93, -0.39], [1.95, 1.80, 0.30], [0.63, -1.17, 1.29], [-0.55, 0.90, -1.48], [1.44, 0.75, 0.13], [-1.63, -1.47, -0.23]],
  "homo_ev": -8.84
}

---

Energetically preferred structure: one | next structure: +0.786 eV

---

--- one ---
{
  "formula": "C4H7NS",
  "method": "ωB97M-V with the def2-TZVPD basis set",
  "elements": ["H", "C", "C", "C", "H", "C", "N", "H", "H", "H", "H", "S", "H"],
  "xyz": [[0.86, -1.46, -0.78], [0.16, -0.66, -0.25], [-2.05, 0.10, 0.30], [0.98, 0.44, -0.14], [-1.44, -1.95, -0.09], [2.39, 0.55, -0.11], [-1.09, -0.94, -0.03], [-3.15, -0.16, 0.02], [-2.02, 0.32, 1.49], [2.77, 1.70, -0.56], [0.49, 1.40, 0.12], [3.79, -0.55, 0.21], [-1.70, 1.21, -0.18]],
  "smiles": "CN/C=C/C=S",
  "homo_ev": -7.87
}

---

--- two ---
{
  "formula": "C4H7NS",
  "method": "ωB97M-V with the def2-TZVPD basis set",
  "elements": ["H", "C", "S", "C", "H", "H", "C", "H", "C", "H", "H", "N", "H"],
  "xyz": [[0.61, -1.40, 2.18], [0.91, -0.37, 1.63], [1.25, 0.37, -1.21], [-1.18, -0.16, 0.11], [0.49, 0.53, 2.11], [-0.43, 2.06, -2.12], [0.48, -0.62, 0.15], [-0.81, 0.43, -2.58], [-0.43, 1.02, -1.75], [0.42, -1.73, -0.11], [2.00, -0.23, 1.54], [-1.46, 0.64, -0.83], [-1.84, -0.53, 0.88]],
  "smiles": "C[C@H]1C=NCS1",
  "homo_ev": -8.79
}

---

Energetically preferred structure: two | next structure: +1.853 eV

---

--- one ---
{
  "formula": "C2H3N3O",
  "method": "ωB97M-V with the def2-TZVPD basis set",
  "elements": ["O", "N", "H", "H", "C", "H", "N", "C", "N"],
  "xyz": [[-0.23, -2.34, 0.71], [-0.54, 1.30, 0.09], [0.90, 1.46, -1.31], [1.78, -0.54, -0.64], [0.50, 0.95, -0.54], [-2.10, 0.69, 1.24], [-1.30, 0.46, 0.70], [0.19, -1.38, 0.27], [0.79, -0.59, -0.51]],
  "homo_ev": -7.84
}

---

--- two ---
{
  "formula": "C2H3N3O",
  "method": "ωB97M-V with the def2-TZVPD basis set",
  "elements": ["C", "H", "H", "N", "O", "N", "C", "H", "N"],
  "xyz": [[0.45, 0.42, -0.24], [1.33, -1.36, -0.51], [1.17, 2.10, -0.61], [0.36, -0.89, -0.37], [1.39, 1.17, -0.81], [-0.65, -1.46, 0.24], [-1.25, -0.36, 0.68], [-2.18, -0.43, 1.21], [-0.62, 0.81, 0.42]],
  "smiles": "Oc1ncn[nH]1",
  "homo_ev": -9.54
}

---

--- three ---
{
  "formula": "C2H3N3O",
  "method": "ωB97M-V with the def2-TZVPD basis set",
  "elements": ["N", "C", "H", "H", "N", "O", "N", "C", "H"],
  "xyz": [[-1.16, 0.60, 0.29], [0.81, 1.03, -0.52], [-2.00, 0.82, 0.80], [-1.22, -1.53, 0.12], [0.55, -0.34, -0.44], [1.62, -1.10, -0.02], [-0.28, 1.61, -0.05], [-0.68, -0.59, 0.04], [2.35, -0.49, -0.24]],
  "homo_ev": -8.91
}

---

Energetically preferred structure: two | next structure: +3.379 eV

---

--- one ---
{
  "formula": "C2H3N3O",
  "method": "ωB97M-V with the def2-TZVPD basis set",
  "elements": ["H", "C", "N", "N", "O", "H", "H", "C", "N"],
  "xyz": [[1.61, 0.27, 1.46], [0.00, 0.44, 0.24], [-1.24, -2.11, -1.62], [1.14, -0.14, 0.67], [-0.19, 1.66, 0.74], [-0.72, 1.98, -0.02], [1.31, -1.10, 0.43], [-0.91, 0.10, -0.73], [-1.00, -1.10, -1.17]],
  "homo_ev": -8.42
}

---

--- two ---
{
  "formula": "C2H3N3O",
  "method": "ωB97M-V with the def2-TZVPD basis set",
  "elements": ["C", "N", "O", "N", "H", "N", "C", "H", "H"],
  "xyz": [[-0.73, -1.21, -0.34], [0.40, -0.80, -0.54], [-1.90, -0.95, -0.89], [-1.00, 1.43, 1.35], [1.22, 1.34, 1.54], [1.53, -0.32, -0.28], [0.15, 1.41, 1.48], [2.21, -0.79, -0.89], [-1.87, -0.14, -1.43]],
  "homo_ev": -9.17
}

---

--- three ---
{
  "formula": "C2H3N3O",
  "method": "ωB97M-V with the def2-TZVPD basis set",
  "elements": ["H", "C", "C", "O", "N", "N", "H", "N", "H"],
  "xyz": [[2.23, 0.37, 0.49], [0.21, -0.02, 0.00], [-0.75, 0.94, 0.06], [-1.94, 0.32, -0.18], [1.56, -0.21, 0.01], [-1.69, -1.00, -0.37], [1.68, -1.22, 0.02], [-0.46, -1.20, -0.26], [-0.84, 2.01, 0.22]],
  "smiles": "Nc1conn1",
  "homo_ev": -8.89
}

---

Energetically preferred structure: three | next structure: +0.421 eV

---

--- one ---
{
  "formula": "C2H3N3O",
  "method": "ωB97M-V with the def2-TZVPD basis set",
  "elements": ["N", "H", "N", "C", "N", "O", "H", "H", "C"],
  "xyz": [[0.25, -1.32, -0.18], [-0.57, -0.71, 1.05], [-0.46, -1.06, -1.20], [0.29, -0.09, 0.59], [-0.23, 0.95, -0.18], [1.29, 0.13, 1.49], [1.26, 1.07, 1.72], [-1.23, 0.78, -2.03], [-0.68, 0.32, -1.21]],
  "smiles": "O[C@H]1N=CN=N1",
  "homo_ev": -10.40
}

---

--- two ---
{
  "formula": "C2H3N3O",
  "method": "ωB97M-V with the def2-TZVPD basis set",
  "elements": ["N", "O", "H", "C", "H", "N", "N", "H", "C"],
  "xyz": [[0.28, -0.60, 1.38], [-1.16, 1.86, -0.63], [0.63, -0.85, -1.91], [-0.45, 0.74, -0.69], [1.50, -1.98, 0.89], [-0.35, 0.37, 1.36], [0.71, -1.43, 0.54], [-1.33, 2.06, 0.30], [0.17, -0.17, -1.23]],
  "homo_ev": -9.58
}

---

Energetically preferred structure: one | next structure: +2.866 eV

---

--- one ---
{
  "formula": "C19H46N2O13",
  "method": "ωB97M-V with the def2-TZVPD basis set",
  "elements": ["C", "C", "O", "C", "C", "C", "H", "H", "H", "H", "O", "H", "H", "H", "H", "H", "C", "H", "H", "H", "H", "O", "O", "C", "H", "H", "H", "O", "H", "H", "H", "H", "H", "H", "O", "H", "H", "O", "H", "C", "H", "H", "O", "H", "H", "H", "H", "H", "C", "H", "O", "C", "C", "C", "H", "H", "C", "C", "H", "O", "C", "C", "C", "H", "H", "H", "O", "C", "H", "C", "N", "H", "H", "H", "H", "O", "O", "H", "H", "N"],
  "xyz": [[-2.89, 0.00, -1.59], [-4.50, 0.04, 0.42], [1.80, -0.83, -0.60], [-3.09, -4.27, 0.78], [0.44, -1.38, 2.83], [-2.43, 0.41, 1.46], [2.96, 2.77, -2.42], [0.56, -2.90, -0.56], [-0.28, -2.19, 2.66], [2.72, -1.29, 1.90], [-1.53, 0.38, 2.29], [2.75, 1.01, -2.19], [2.88, 4.02, -0.39], [0.19, -1.06, 3.84], [-0.21, 3.06, -2.87], [0.66, 5.24, -1.54], [-3.48, 0.82, -0.41], [1.34, 3.91, -2.76], [0.44, -0.67, 0.98], [3.91, 0.15, 1.88], [-1.53, -2.84, 2.07], [2.50, -1.04, -2.76], [4.87, 0.22, 0.00], [2.61, 3.02, -0.05], [4.42, 1.91, -2.46], [2.61, 3.05, 1.04], [-2.27, 2.93, 0.08], [1.90, 0.58, 2.11], [0.42, 1.87, -0.71], [1.56, 2.83, -0.24], [1.62, -2.76, 1.04], [2.56, -2.27, -1.11], [-2.11, 0.51, -2.16], [-0.82, -1.76, -0.76], [0.22, -0.93, -2.22], [-3.80, -0.30, -2.12], [-1.26, -0.02, -1.25], [-0.10, 4.67, -1.72], [-2.52, -1.00, -1.34], [0.78, 1.27, 0.13], [1.02, -4.28, 0.32], [-0.88, -0.14, 1.83], [0.05, -0.31, 1.98], [-3.14, -3.15, -1.62], [-2.96, -4.28, 1.87], [0.50, 2.60, 0.95], [-1.45, -3.72, -1.74], [1.07, 0.10, 2.11], [-0.49, -0.76, -1.06], [-1.07, 1.64, -0.19], [-2.49, 1.25, 0.44], [0.50, 3.52, -2.18], [1.63, -0.98, -1.90], [4.04, 1.08, 0.31], [-3.99, 1.70, -0.80], [-4.16, -4.10, 0.61], [2.99, -0.30, 2.25], [-1.47, -2.51, 1.02], [-0.96, 3.27, -0.94], [-0.72, -1.61, 0.68], [-1.21, 2.71, -0.03], [1.34, -3.26, 0.11], [-2.14, -3.07, -1.21], [3.84, 1.36, 1.36], [0.44, 1.71, 1.07], [-4.99, -0.81, -0.05], [-0.32, 3.10, 1.01], [0.63, -0.29, -0.02], [-3.03, -5.28, 0.39], [3.41, 1.85, -2.03], [-2.11, -3.32, 0.20], [3.40, -0.41, 3.25], [-5.32, 0.64, 0.84], [-1.86, -2.04, -1.45], [1.43, -1.79, 2.62], [2.37, -3.18, -0.87], [-3.61, -0.39, 1.41], [1.83, 1.56, 0.12], [0.61, 2.82, -1.36], [3.37, 1.91, -0.61]],
  "homo_ev": -7.50
}

---

--- two ---
{
  "formula": "C19H46N2O13",
  "method": "ωB97M-V with the def2-TZVPD basis set",
  "elements": ["H", "C", "O", "O", "C", "O", "H", "O", "H", "C", "H", "C", "H", "H", "H", "C", "H", "C", "H", "O", "H", "C", "H", "H", "O", "O", "H", "H", "O", "H", "C", "H", "H", "C", "H", "O", "C", "H", "C", "H", "C", "H", "H", "O", "H", "H", "H", "C", "N", "C", "C", "H", "O", "H", "C", "H", "H", "H", "O", "H", "H", "H", "H", "H", "H", "O", "C", "H", "H", "H", "H", "H", "H", "H", "C", "N", "H", "C", "H", "H"],
  "xyz": [[-0.58, -5.60, -4.56], [0.90, -1.97, 0.39], [-1.05, -8.58, 1.69], [-5.90, 6.07, 1.82], [-5.66, 4.69, 1.57], [5.59, 5.66, -1.14], [0.17, 1.23, -0.36], [8.81, 1.49, 2.38], [-4.65, -1.99, 6.85], [0.82, 6.63, -7.03], [-5.17, 1.45, 8.12], [3.23, 5.79, -6.78], [-2.91, -1.84, 7.03], [0.03, -10.93, -1.40], [-0.80, -13.24, -0.93], [-0.26, -12.65, -0.20], [0.02, -2.03, 1.04], [9.14, 2.77, 1.95], [-1.25, 8.60, -2.17], [0.51, -6.70, -6.16], [9.86, 3.25, 2.61], [0.04, 0.15, -0.41], [2.47, 0.98, 0.19], [0.64, -2.50, -0.52], [-3.03, 7.64, -1.71], [0.22, 4.43, -5.34], [5.57, 7.76, -1.23], [3.91, 5.26, -6.12], [-5.47, -1.54, 10.92], [-4.75, 4.33, 1.09], [5.17, 6.90, -0.68], [4.11, 7.13, -0.76], [2.23, 3.94, -5.45], [-0.53, -11.19, -0.50], [8.25, 3.39, 1.99], [-0.15, -10.39, 0.54], [-5.40, 0.39, 8.03], [-1.23, -7.18, -5.05], [2.40, -0.10, 0.36], [-0.84, -0.02, 0.21], [-1.64, 7.90, -1.43], [-5.43, 6.55, 1.13], [0.82, -12.82, -0.23], [-4.17, -1.21, 9.13], [3.42, 6.87, -6.76], [9.38, 2.77, 0.89], [6.45, 5.75, -1.57], [1.40, 4.61, -5.72], [1.19, -0.60, 0.17], [-2.04, -10.91, -0.61], [-4.09, -0.35, 8.00], [0.87, 6.57, -8.12], [-2.29, -9.82, 0.16], [-3.88, -0.80, 5.93], [-3.84, -1.27, 6.91], [-5.73, 4.14, 2.50], [8.04, 1.12, 1.96], [-2.98, 7.04, -2.47], [3.42, -0.72, 0.67], [-0.21, -0.14, -1.43], [-3.16, 0.20, 7.96], [0.95, 7.60, -6.56], [-1.65, 8.37, -0.45], [-6.47, 4.43, 0.89], [1.74, -2.48, 0.88], [-6.06, -0.13, 9.25], [-1.14, -9.52, 0.91], [-2.30, -10.74, -1.65], [-6.06, 0.26, 7.17], [0.09, -6.28, -6.91], [-0.51, -12.95, 0.82], [-2.57, -11.81, -0.31], [0.14, -7.05, -4.13], [5.45, 6.97, 0.37], [-0.33, -6.57, -4.99], [1.81, 5.69, -6.45], [3.32, 5.46, -7.81], [-5.25, -1.02, 9.87], [-0.19, 6.33, -6.77], [-0.93, 7.07, -1.46]],
  "smiles": "C[C@H]1COC(=O)O1.C[C@H]1COC(=O)O1.CN(C)C=O.CN(C)C=O.CO.CO.CO.CO.CO",
  "homo_ev": -9.44
}

---

Energetically preferred structure: two | next structure: +31.078 eV